Record 1
# C3H10O4

A 3-piece molecular cluster, C3H10O4 overall at a distorted geometry (ωB97M-V/def2-TZVPD, OMol25).

The value obtained for the energy above the lowest of the compared OMol25 structures with the same formula, charge and spin is 12.41 kcal per mole. As for the LUMO energy: 0.55 eV. The calculation puts the electronic energy at -11463.212 eV. The highest occupied orbital energy comes out at -0.383 Eh. The calculation puts the orbital gap at 10.986 eV.

ORCA input file:
```
! RIJCOSX wB97M-V def2-TZVPD def2/J DEFGRID3
* xyz 0 1
C -0.655 1.024 -0.215
C -1.494 0.490 -1.390
C -1.358 -0.944 -1.829
O -1.936 -1.476 -2.737
O -0.639 -1.688 -0.926
H -1.282 1.758 0.291
H 0.181 1.638 -0.537
H -0.308 0.204 0.398
H -2.549 0.335 -1.138
H -1.428 1.147 -2.253
H -0.595 -2.574 -1.337
O 2.273 4.340 4.816
H 2.203 3.409 5.008
H 1.356 4.573 4.778
O 1.756 -4.297 -1.110
H 1.864 -3.804 -0.293
H 2.611 -4.132 -1.528
*
```



Record 2
# C20H55N4O6Y

C20H55N4O6Y as an isolated structure at a distorted geometry (ωB97M-V/def2-TZVPD, OMol25).

The value obtained for the energy above the lowest of the compared OMol25 structures with the same formula, charge and spin is 452.22 kcal per mole. As for the LUMO energy: -9.95 eV. The calculation puts the electronic energy at -40891.652 eV. The highest occupied orbital energy comes out at -0.421 Eh. The calculation puts the orbital gap at 1.509 eV.

ORCA input file:
```
! RIJCOSX wB97M-V def2-TZVPD def2/J DEFGRID3
* xyz 2 1
Y 2.243 3.347 -20.106
C 3.188 -2.323 -15.889
C 4.192 -1.361 -16.681
C 5.266 -2.189 -17.371
O 3.470 -0.481 -17.492
H 3.562 -3.258 -15.471
H 2.501 -2.736 -16.627
H 2.584 -1.798 -15.149
H 4.653 -0.800 -15.868
H 6.243 -1.733 -17.526
H 5.016 -2.576 -18.359
H 5.441 -3.096 -16.792
C 5.208 1.423 -10.954
O 5.214 1.705 -9.553
H 4.851 0.398 -11.059
H 4.557 2.068 -11.545
H 6.234 1.391 -11.321
H 4.572 2.382 -9.328
C -1.696 3.633 -24.768
C -1.114 3.199 -23.368
C -1.562 1.943 -22.783
O -0.858 1.619 -21.556
C -1.591 0.693 -20.742
N 0.329 3.139 -23.506
H -1.164 4.446 -25.263
H -2.783 3.723 -24.780
H -1.476 2.752 -25.370
H -1.572 3.956 -22.732
H -1.180 1.160 -23.438
H -2.636 1.958 -22.597
H -1.561 -0.217 -21.341
H -2.667 0.855 -20.683
H -1.188 0.617 -19.733
H 0.552 3.971 -24.034
H 0.525 2.467 -24.235
C 2.933 -4.389 -8.250
C 2.571 -4.833 -9.701
C 2.440 -6.336 -9.745
O 2.411 -6.905 -11.017
C 2.150 -8.292 -11.011
N 1.373 -4.205 -10.165
H 3.590 -5.081 -7.723
H 2.045 -4.269 -7.630
H 3.591 -3.526 -8.346
H 3.426 -4.569 -10.324
H 1.660 -6.709 -9.081
H 3.392 -6.692 -9.350
H 2.969 -8.713 -10.428
H 2.310 -8.665 -12.023
H 1.258 -8.596 -10.462
H 0.706 -4.142 -9.408
H 1.055 -4.822 -10.898
C 7.444 2.938 -23.201
C 6.020 2.501 -22.814
C 5.899 1.057 -23.179
O 4.623 0.653 -22.604
C 4.384 -0.723 -22.681
N 5.928 2.848 -21.400
H 7.719 2.662 -24.219
H 8.239 2.525 -22.580
H 7.474 4.027 -23.158
H 5.293 2.992 -23.461
H 6.756 0.591 -22.694
H 5.881 1.018 -24.268
H 5.213 -1.423 -22.573
H 3.789 -0.960 -23.563
H 3.748 -1.030 -21.850
H 6.488 2.290 -20.772
H 6.522 3.665 -21.409
C -0.460 5.868 -14.922
C 0.688 5.647 -15.987
C 2.003 5.381 -15.247
O 2.960 5.088 -16.250
C 4.233 5.178 -15.714
N 0.243 4.511 -16.753
H -0.910 4.957 -14.529
H -1.171 6.530 -15.416
H -0.097 6.399 -14.042
H 0.882 6.520 -16.610
H 1.878 4.494 -14.627
H 2.250 6.278 -14.678
H 4.660 6.178 -15.780
H 4.903 4.401 -16.081
H 4.244 5.065 -14.630
H 0.105 3.844 -16.008
H -0.762 4.582 -16.828
*
```



Record 3
# C55H155N9O23

A 18-piece molecular cluster, C55H155N9O23 overall at a distorted geometry (ωB97M-V/def2-TZVPD, OMol25).

As for the LUMO energy: 0.40 eV. The calculation puts the electronic energy at -120032.004 eV. The highest occupied orbital energy comes out at -0.311 Eh. The calculation puts the orbital gap at 8.862 eV.

ORCA input file:
```
! RIJCOSX wB97M-V def2-TZVPD def2/J DEFGRID3
* xyz 0 1
C 4.622 3.255 5.126
O 4.170 3.408 6.447
H 4.502 2.262 4.693
H 4.333 3.989 4.374
H 5.704 3.304 5.253
H 4.637 2.814 7.038
C -0.658 -0.100 -6.791
O -0.481 0.171 -5.369
H -0.763 0.777 -7.430
H 0.152 -0.727 -7.163
H -1.612 -0.626 -6.799
H 0.230 0.800 -5.226
C -0.850 3.146 2.049
O -1.544 4.390 2.129
H -0.228 2.999 2.932
H -1.541 2.312 2.172
H -0.406 3.027 1.061
H -1.286 4.788 1.294
C -2.598 4.790 -1.194
O -1.959 5.812 -0.316
H -3.415 4.212 -0.761
H -3.014 5.427 -1.974
H -1.942 4.032 -1.624
H -2.020 6.631 -0.814
C 4.422 -5.779 2.715
O 3.290 -6.454 2.186
H 4.971 -6.609 3.161
H 5.070 -5.252 2.015
H 4.181 -5.153 3.573
H 2.680 -5.854 1.752
C 6.749 -3.563 0.799
O 7.080 -3.016 -0.482
H 6.003 -2.910 1.252
H 6.216 -4.462 0.490
H 7.511 -4.068 1.394
H 7.155 -3.744 -1.103
C -2.023 -5.550 2.840
O -2.161 -4.954 1.570
H -1.136 -5.126 3.311
H -2.919 -5.397 3.441
H -1.826 -6.615 2.715
H -2.815 -4.254 1.508
C -0.430 -4.012 6.450
O -1.435 -3.062 6.808
H -0.024 -4.566 7.297
H -0.786 -4.644 5.637
H 0.369 -3.340 6.137
H -1.785 -2.715 5.985
C 0.795 -4.705 0.275
O 0.488 -6.020 0.556
H -0.051 -4.137 -0.113
H 1.257 -4.080 1.039
H 1.450 -4.784 -0.592
H -0.421 -6.014 0.864
C 2.311 -2.616 -6.464
O 2.991 -1.782 -5.466
C 2.938 -2.379 -4.118
C 4.098 -1.901 -3.245
N 4.176 -0.487 -3.248
C 5.377 0.061 -2.611
C 6.577 -0.033 -3.497
O 6.419 0.503 -4.824
C 6.845 1.918 -4.879
H 2.543 -2.152 -7.423
H 1.276 -2.502 -6.140
H 2.508 -3.688 -6.481
H 3.096 -3.449 -4.247
H 1.896 -2.294 -3.808
H 4.952 -2.130 -3.882
H 4.030 -2.415 -2.286
H 4.355 -0.291 -4.223
H 5.695 -0.289 -1.629
H 5.168 1.114 -2.425
H 6.895 -1.069 -3.614
H 7.457 0.453 -3.075
H 6.283 2.533 -4.175
H 6.776 2.322 -5.890
H 7.895 2.123 -4.673
C 0.927 -6.958 -9.865
O 1.016 -7.465 -8.539
C 0.009 -8.523 -8.328
C -1.301 -7.875 -7.924
N -1.115 -6.856 -6.912
C -2.279 -5.910 -6.732
C -2.131 -4.905 -5.590
O -2.315 -5.721 -4.415
C -1.949 -4.856 -3.395
H 0.347 -6.044 -9.986
H 0.367 -7.595 -10.549
H 1.920 -6.837 -10.297
H 0.266 -9.013 -7.388
H -0.033 -9.136 -9.228
H -1.984 -8.610 -7.498
H -1.649 -7.369 -8.824
H -0.278 -6.298 -6.997
H -3.226 -6.432 -6.591
H -2.389 -5.226 -7.574
H -2.945 -4.181 -5.602
H -1.152 -4.447 -5.732
H -2.614 -4.000 -3.278
H -0.932 -4.469 -3.454
H -1.975 -5.424 -2.465
C -7.063 3.410 3.236
O -5.975 2.616 3.681
C -5.325 2.019 2.601
C -4.064 1.270 3.039
N -4.245 0.379 4.249
C -3.018 -0.110 4.855
C -2.373 -1.274 4.057
O -2.643 -2.530 4.624
C -3.971 -3.115 4.561
H -7.568 3.726 4.149
H -7.774 2.932 2.563
H -6.693 4.323 2.770
H -5.124 2.699 1.773
H -6.071 1.283 2.302
H -3.285 2.012 3.215
H -3.733 0.641 2.213
H -4.899 0.793 4.897
H -3.204 -0.397 5.890
H -2.246 0.658 4.800
H -1.290 -1.153 4.063
H -2.678 -1.242 3.011
H -4.033 -4.106 5.010
H -4.328 -3.362 3.561
H -4.683 -2.445 5.044
C -6.363 1.817 -5.892
O -6.248 0.815 -4.796
C -4.976 0.818 -4.185
C -4.762 -0.415 -3.331
N -5.410 -0.210 -2.074
C -5.554 -1.425 -1.306
C -6.145 -1.186 0.143
O -7.583 -1.111 0.081
C -8.135 -0.748 1.306
H -5.874 2.720 -5.524
H -7.382 2.131 -6.118
H -6.087 1.467 -6.887
H -4.921 1.721 -3.578
H -4.204 0.728 -4.949
H -3.749 -0.531 -2.947
H -4.993 -1.281 -3.950
H -6.325 0.086 -2.383
H -4.577 -1.861 -1.098
H -6.222 -2.148 -1.773
H -5.656 -0.305 0.560
H -5.881 -1.964 0.860
H -9.178 -1.053 1.386
H -8.063 0.338 1.366
H -7.721 -1.302 2.149
C 2.828 6.413 1.247
O 2.721 7.033 0.009
C 1.405 7.489 -0.260
C 1.265 8.262 -1.551
N 1.341 7.457 -2.797
C 0.080 6.764 -2.969
C -1.157 7.586 -3.177
O -1.858 7.748 -1.944
C -2.994 8.568 -1.982
H 2.006 5.734 1.475
H 2.721 7.138 2.054
H 3.798 5.956 1.443
H 0.915 8.147 0.457
H 0.803 6.588 -0.384
H 2.156 8.881 -1.660
H 0.374 8.890 -1.570
H 1.997 6.733 -2.538
H -0.088 6.031 -2.181
H 0.123 6.193 -3.896
H -1.893 7.085 -3.805
H -1.030 8.519 -3.725
H -3.516 8.606 -1.026
H -3.739 8.184 -2.678
H -2.771 9.579 -2.325
C -1.274 2.859 8.607
C -1.334 1.489 7.892
C -0.203 1.389 6.844
O 0.051 0.077 6.333
C 0.928 0.110 5.279
N -1.186 0.447 8.938
H -0.406 2.959 9.258
H -2.063 3.054 9.334
H -1.398 3.734 7.970
H -2.302 1.271 7.441
H 0.766 1.716 7.220
H -0.334 2.106 6.034
H 0.387 0.630 4.488
H 1.234 -0.896 4.991
H 1.746 0.785 5.532
H -0.730 -0.423 8.703
H -0.539 0.830 9.612
C -1.167 -1.152 -1.360
C -0.980 -0.335 -0.047
C 0.528 -0.231 0.336
O 1.048 -1.551 0.738
C 0.842 -1.640 2.107
N -1.550 0.961 -0.262
H -1.167 -2.234 -1.228
H -0.509 -0.833 -2.168
H -2.195 -1.005 -1.693
H -1.471 -0.698 0.855
H 0.723 0.566 1.054
H 1.238 0.105 -0.419
H 1.302 -2.549 2.495
H -0.201 -1.720 2.412
H 1.376 -0.881 2.679
H -1.136 1.356 -1.094
H -2.469 0.784 -0.643
C 6.138 -0.745 8.682
C 5.179 -0.073 7.722
C 3.802 -0.534 7.645
O 3.713 -1.817 7.017
C 3.164 -2.812 7.839
N 5.270 1.356 8.093
H 6.084 -1.833 8.666
H 5.864 -0.528 9.714
H 7.199 -0.588 8.486
H 5.779 -0.108 6.812
H 3.081 0.108 7.140
H 3.277 -0.560 8.600
H 2.170 -2.494 8.156
H 3.698 -3.242 8.687
H 3.100 -3.647 7.142
H 6.113 1.472 8.637
H 4.460 1.601 8.644
C 0.600 3.471 -5.169
C 1.911 2.965 -4.601
C 2.187 3.540 -3.182
O 2.659 4.907 -3.165
C 3.911 5.210 -3.760
N 1.954 1.540 -4.735
H -0.216 3.222 -4.489
H 0.368 2.868 -6.047
H 0.434 4.535 -5.336
H 2.682 3.416 -5.225
H 2.995 2.974 -2.718
H 1.330 3.397 -2.524
H 4.678 4.444 -3.643
H 4.332 6.168 -3.457
H 3.570 5.293 -4.792
H 2.304 1.221 -5.627
H 2.410 1.029 -3.992
*
```



Look up the highest occupied orbital energy of the second one. -0.421 Eh



Look up the orbital gap of the second one. 1.509 eV